{
  "formula": "C31H26BrCl2N3O3PS3Zr",
  "method": "wB97M-V/def2-TZVPD",
  "e_tot_ev": -181350.8375,
  "e_lumo_ev": [-0.46, -0.44],
  "homo_energy_ev": [-5.06, -7.94],
  "orbital_gap_ha": [0.1691, 0.2757],
  "mol_weight_g_mol": 857.78,
  "multiplicity": 2,
  "species": ["Zr", "S", "C", "C", "C", "C", "C", "C", "N", "C", "C", "C", "C", "C", "C", "C", "H", "H", "H", "H", "H", "H", "H", "H", "C", "C", "O", "P", "S", "S", "O", "C", "C", "H", "H", "H", "H", "H", "H", "H", "H", "H", "H", "Cl", "C", "C", "C", "Cl", "C", "C", "C", "C", "N", "C", "C", "O", "H", "H", "H", "H", "Br", "C", "C", "C", "C", "C", "N", "H", "H", "H", "H"],
  "positions_angstrom": [[0.113043, -0.033635, -0.118327], [-3.324878, -2.169635, -2.383739], [-4.135013, -0.918605, -1.468667], [-5.455372, -0.501289, -1.569583], [-5.913024, 0.486486, -0.706734], [-5.060525, 1.026850, 0.251944], [-3.739776, 0.613395, 0.343326], [-3.262015, -0.348895, -0.539624], [-1.957853, -0.858607, -0.579223], [-1.856581, -1.867758, -1.482824], [-0.635062, -2.594786, -1.646357], [-0.590761, -3.775420, -2.427373], [0.583238, -4.475521, -2.538001], [1.739233, -4.010526, -1.886859], [1.695030, -2.848074, -1.146957], [0.524452, -2.079476, -0.988879], [-6.118526, -0.943725, -2.304979], [-6.941071, 0.826057, -0.770604], [-5.433456, 1.778488, 0.938927], [-3.084969, 1.026777, 1.100652], [-1.484379, -4.134411, -2.930672], [0.615897, -5.387907, -3.124048], [2.668792, -4.565186, -1.969877], [2.611833, -2.511149, -0.684384], [3.405493, 3.893009, 0.357854], [4.339807, 2.708978, 0.361720], [3.737659, 1.590001, 1.066214], [3.244903, 0.310645, 0.249176], [2.343712, -0.875868, 1.533164], [2.283427, 0.829018, -1.427957], [4.606317, -0.317471, -0.321476], [5.630028, -0.809582, 0.578256], [5.588399, -2.317629, 0.662649], [3.866447, 4.716287, -0.194416], [3.199395, 4.224829, 1.378245], [2.461698, 3.631979, -0.118297], [5.257349, 2.932729, 0.903532], [4.609396, 2.410073, -0.648930], [5.519819, -0.344285, 1.557312], [6.571994, -0.478951, 0.150938], [4.634742, -2.659417, 1.064829], [6.390273, -2.667597, 1.318388], [5.729738, -2.759723, -0.327249], [0.657107, 3.977134, 2.823766], [-0.070652, 2.470514, 3.271376], [-0.672599, 2.352141, 4.548636], [-1.255430, 1.194124, 4.940860], [-1.969953, 1.075387, 6.526274], [-1.282670, 0.078996, 4.064347], [-1.834263, -1.183320, 4.363307], [-1.783032, -2.183827, 3.441854], [-1.210071, -1.932468, 2.183775], [-0.707317, -0.771625, 1.876717], [-0.705079, 0.233633, 2.798787], [-0.055432, 1.433477, 2.385982], [0.501923, 1.468268, 1.194337], [-0.655594, 3.202049, 5.217343], [-2.290925, -1.345190, 5.331345], [-2.191040, -3.163956, 3.653925], [-1.167705, -2.688164, 1.412275], [-1.459546, 3.063665, -0.572814], [-1.479201, 1.958784, -2.102064], [-2.276943, 2.289496, -3.171037], [-2.214934, 1.483089, -4.300341], [-1.334928, 0.428114, -4.319402], [-0.572024, 0.161222, -3.195666], [-0.661751, 0.898299, -2.069902], [-2.918180, 3.158044, -3.116920], [-2.838798, 1.701789, -5.159328], [-1.231819, -0.205987, -5.190146], [0.154602, -0.633858, -3.176278]],
  "forces_ev_per_a": [[0.46, -1.11, -1.17], [-0.10, 0.03, 0.03], [-0.21, -0.06, -0.14], [0.01, -0.04, -0.03], [-0.03, -0.05, -0.06], [0.04, 0.03, 0.06], [-0.02, 0.09, 0.09], [0.55, -0.24, 0.13], [-0.25, -0.09, -0.15], [0.03, 0.14, 0.05], [-0.02, 0.01, -0.01], [-0.01, 0.10, -0.04], [0.11, -0.03, 0.01], [-0.07, -0.14, -0.12], [-0.14, 0.09, 0.02], [-0.21, -0.38, 0.01], [0.05, 0.02, 0.06], [0.09, -0.04, 0.00], [0.04, -0.05, -0.05], [0.01, 0.03, -0.01], [0.03, 0.01, 0.05], [0.01, 0.05, 0.04], [-0.08, 0.04, -0.03], [0.06, 0.04, 0.09], [-0.02, 0.07, 0.09], [-0.02, -0.13, 0.21], [-0.05, 0.27, -0.10], [0.91, 0.08, -0.06], [-0.18, 0.07, -0.31], [-0.14, -0.07, 0.37], [0.12, -0.15, 0.07], [-0.20, -0.02, -0.13], [0.00, -0.10, -0.03], [-0.03, -0.03, 0.03], [0.03, -0.05, -0.12], [-0.03, -0.01, -0.01], [0.05, -0.01, 0.02], [-0.01, -0.07, -0.12], [-0.07, 0.01, 0.08], [0.10, 0.10, -0.05], [0.03, 0.02, 0.00], [-0.04, 0.00, -0.05], [-0.01, 0.05, 0.09], [-0.07, -0.07, 0.06], [-0.09, 0.52, 0.57], [0.23, 0.39, -0.21], [-0.14, -0.27, 0.11], [0.06, -0.02, -0.16], [-0.11, -0.02, 0.18], [-0.08, 0.10, 0.27], [-0.03, -0.30, -0.17], [-0.26, -0.39, 0.11], [0.11, 0.76, 0.52], [0.09, -0.21, 0.08], [0.20, -0.16, -0.34], [-0.44, 0.62, 0.92], [0.02, 0.01, -0.04], [0.02, 0.01, -0.02], [0.04, 0.07, -0.02], [-0.05, -0.09, -0.07], [-0.11, 0.09, -0.10], [0.12, -0.04, 0.05], [-0.07, 0.13, 0.06], [-0.26, 0.21, -0.16], [0.25, -0.32, -0.06], [0.01, 0.09, -0.06], [-0.37, 0.56, -0.49], [0.02, -0.06, 0.00], [0.04, -0.01, 0.06], [0.01, 0.02, 0.05], [0.05, -0.16, 0.01]],
  "lowdin_spin": [0.176, 0.094, 0.008, 0.003, 0.010, 0.003, 0.008, 0.001, 0.085, 0.201, 0.029, 0.048, -0.003, 0.067, -0.004, 0.083, 0.000, 0.001, 0.000, 0.000, 0.004, -0.002, 0.004, -0.002, 0.000, 0.000, 0.000, 0.002, 0.001, 0.014, 0.001, 0.000, 0.000, 0.000, 0.000, 0.000, 0.000, 0.000, 0.000, 0.000, 0.000, 0.000, 0.000, 0.000, 0.000, 0.000, 0.000, 0.000, 0.001, 0.000, 0.000, 0.003, 0.010, 0.002, 0.001, 0.006, 0.000, 0.000, 0.000, 0.001, 0.002, 0.019, 0.007, 0.032, 0.005, 0.042, 0.026, 0.000, 0.002, 0.000, 0.004]
}